{
  "formula": "C3H6N2O",
  "method": "the ωB97M-V functional and the def2-TZVPD basis",
  "relative_energy_kcal_mol": 103.3,
  "homo_lumo_gap_ha": 0.3188,
  "e_tot_ev": -8232.22006,
  "total_charge": 0,
  "symbols": ["N", "C", "C", "O", "C", "N", "H", "H", "H", "H", "H", "H"],
  "coordinates": [[0.88512, -0.29183, 1.37042], [-0.38486, -0.73777, 0.86789], [-0.64656, 0.93102, -1.24880], [0.55303, 1.40526, -0.96505], [-0.49987, -0.27246, -2.06402], [-0.56627, -1.20249, -2.75610], [0.79369, 0.47658, 2.02353], [1.52553, -0.02279, 0.63081], [-0.25096, -1.62160, 0.23596], [-1.06060, -0.97161, 1.69411], [-0.95306, 0.01902, 0.24876], [0.41787, 2.22285, -0.45993]],
  "forces_ev_per_a": [[0.024, 0.171, 0.008], [-0.133, -0.191, -0.038], [0.190, 0.146, -0.240], [-0.275, 0.138, -0.127], [-0.004, -0.686, -0.666], [0.067, 0.887, 0.670], [0.038, -0.068, -0.041], [-0.084, -0.084, 0.134], [-0.091, 0.103, 0.202], [0.098, -0.071, -0.069], [0.075, -0.231, 0.299], [0.095, -0.113, -0.131]]
}